Formula: C52H104O26
Source: OMol25
Level of theory: ωB97M-V with the def2-TZVPD basis set

Cartesian coordinates (Å):
O -0.513 0.637 5.247
C -1.149 1.544 4.740
O -0.948 2.801 5.030
C 0.016 3.192 6.027
C 0.050 4.730 6.142
C -2.307 1.363 3.692
H 1.014 2.830 5.721
H -0.298 2.696 6.980
H 0.520 5.036 7.099
H -0.962 5.188 6.131
H 0.706 5.132 5.377
H -2.273 2.228 3.044
H -3.294 1.426 4.129
H -2.180 0.512 2.981
O -3.174 -1.186 1.045
C -3.881 -1.366 0.070
O -4.607 -2.473 -0.054
C -4.498 -3.404 1.030
C -3.587 -4.602 0.832
C -4.121 -0.463 -1.085
H -5.488 -3.709 1.116
H -4.205 -2.906 1.900
H -3.681 -4.987 -0.204
H -3.790 -5.399 1.643
H -2.581 -4.231 0.940
H -4.842 0.300 -0.843
H -4.390 -1.062 -1.951
H -3.175 0.060 -1.243
O 0.214 0.828 -1.616
C 0.535 1.167 -0.514
O 0.879 0.268 0.436
C 0.797 -1.064 0.063
C 0.883 -1.974 1.246
C 0.647 2.557 -0.012
H 1.690 -1.297 -0.529
H -0.062 -1.255 -0.564
H -0.150 -2.085 1.623
H 1.508 -1.555 2.043
H 1.279 -2.927 0.976
H 1.455 3.088 -0.496
H 0.847 2.505 1.045
H -0.224 3.156 -0.230
O -4.023 -1.731 -4.642
C -3.034 -1.672 -5.349
O -2.108 -0.753 -5.371
C -2.407 0.336 -4.414
C -1.525 1.522 -4.771
C -2.715 -2.799 -6.322
H -2.129 0.043 -3.418
H -3.477 0.410 -4.548
H -1.598 2.255 -3.970
H -1.748 1.950 -5.744
H -0.457 1.189 -4.771
H -3.612 -3.035 -6.913
H -2.253 -3.583 -5.715
H -1.900 -2.488 -6.939
O 2.105 5.641 1.384
C 1.424 6.544 0.987
O 0.051 6.602 1.143
C -0.502 5.496 1.886
C -1.920 5.834 2.052
C 1.967 7.652 0.160
H -0.120 5.514 2.913
H -0.312 4.542 1.454
H -2.376 5.057 2.669
H -2.526 5.834 1.151
H -2.104 6.797 2.562
H 2.130 7.221 -0.803
H 2.932 7.836 0.666
H 1.250 8.436 0.048
O 4.052 -2.444 -1.711
C 4.466 -3.478 -1.132
O 5.310 -3.421 -0.121
C 5.506 -2.099 0.354
C 4.408 -1.727 1.359
C 4.012 -4.876 -1.467
H 5.517 -1.321 -0.427
H 6.458 -2.043 0.876
H 3.405 -1.799 0.989
H 4.572 -0.708 1.672
H 4.512 -2.444 2.164
H 3.395 -4.831 -2.359
H 3.531 -5.358 -0.616
H 4.871 -5.502 -1.746
O 1.548 6.738 -3.363
C 0.415 6.338 -3.517
O -0.015 5.037 -3.401
C 1.058 4.034 -3.314
C 1.714 3.699 -4.585
C -0.852 7.156 -3.802
H 0.573 3.195 -2.865
H 1.764 4.336 -2.519
H 2.511 4.433 -4.882
H 1.091 3.592 -5.455
H 2.346 2.764 -4.440
H -1.832 6.767 -3.554
H -0.851 7.365 -4.872
H -0.745 8.166 -3.361
O -3.880 2.913 -3.079
C -3.599 3.805 -2.342
O -4.017 5.067 -2.446
C -4.620 5.471 -3.711
C -5.492 6.619 -3.408
C -2.642 3.593 -1.150
H -5.136 4.595 -4.160
H -3.800 5.684 -4.430
H -5.772 7.132 -4.341
H -4.922 7.337 -2.802
H -6.409 6.366 -2.873
H -3.208 3.631 -0.191
H -1.947 4.431 -0.967
H -2.085 2.642 -1.277
O 5.157 1.989 0.462
C 4.503 2.674 -0.260
O 3.761 2.208 -1.327
C 3.943 0.789 -1.673
C 5.281 0.615 -2.352
C 4.544 4.207 -0.195
H 3.033 0.483 -2.255
H 3.844 0.137 -0.778
H 5.248 -0.335 -2.872
H 5.983 0.691 -1.510
H 5.476 1.437 -3.018
H 5.372 4.380 0.455
H 3.690 4.631 0.342
H 4.635 4.771 -1.168
O 2.036 -9.322 0.908
C 1.770 -8.886 -0.173
O 1.033 -7.796 -0.328
C 0.395 -7.153 0.848
C 0.090 -5.651 0.499
C 2.258 -9.340 -1.566
H 1.012 -7.194 1.732
H -0.519 -7.714 0.948
H 1.053 -5.072 0.350
H -0.447 -5.249 1.416
H -0.577 -5.467 -0.378
H 2.837 -8.462 -1.906
H 1.416 -9.444 -2.270
H 2.916 -10.186 -1.447
O -1.546 -3.120 -1.463
C -1.682 -3.488 -2.620
O -0.860 -3.073 -3.636
C 0.362 -2.398 -3.170
C 1.490 -2.449 -4.216
C -2.830 -4.325 -3.039
H 0.694 -2.841 -2.209
H 0.135 -1.322 -2.984
H 1.138 -2.049 -5.174
H 1.827 -3.460 -4.369
H 2.359 -1.945 -3.775
H -3.762 -3.824 -2.909
H -2.828 -5.147 -2.345
H -2.792 -4.672 -4.073
O -0.414 -4.726 3.774
C -1.185 -4.857 4.703
O -2.187 -3.987 4.958
C -2.584 -2.976 4.032
C -3.333 -1.944 4.777
C -0.999 -5.784 5.821
H -3.173 -3.448 3.258
H -1.758 -2.558 3.464
H -4.274 -2.387 5.140
H -3.555 -1.071 4.173
H -2.776 -1.538 5.641
H -1.547 -5.502 6.725
H 0.051 -5.868 6.145
H -1.290 -6.802 5.528
O 3.085 1.096 5.368
C 2.556 0.539 4.444
O 2.189 -0.724 4.366
C 2.554 -1.630 5.457
C 1.747 -2.894 5.271
C 2.114 1.186 3.155
H 2.402 -1.151 6.405
H 3.623 -1.765 5.293
H 1.830 -3.538 6.147
H 2.042 -3.426 4.391
H 0.710 -2.584 5.140
H 2.513 0.594 2.353
H 2.269 2.264 3.193
H 1.064 1.044 3.254

Values from the calculation:
ΔE to the lowest compared entry with this formula, charge and spin	1.931	eV